[1]
Below is 2 unconnected molecules or ions with the total composition C13H29N3O4P in a non-equilibrium geometry, with properties calculated with ωB97M-V/def2-TZVPD.

Atoms and positions in Å:
1 C 4.349 -0.462 -1.430
2 N 3.682 -1.749 -1.221
3 C 4.529 -2.821 -0.681
4 C 2.880 -2.144 -2.273
5 O 2.883 -1.674 -3.361
6 C 1.919 -3.288 -1.960
7 C 0.561 -2.772 -1.475
8 P 0.102 -3.875 -0.035
9 O 0.218 -3.190 1.273
10 C 0.426 -1.322 -1.119
11 C -1.079 -1.080 -1.052
12 N -1.579 -2.170 -1.891
13 C -0.633 -2.969 -2.432
14 O -0.720 -3.666 -3.365
15 H 4.338 -0.120 -2.457
16 H 5.382 -0.507 -1.124
17 H 3.889 0.290 -0.797
18 H 4.881 -3.525 -1.431
19 H 5.389 -2.424 -0.172
20 H 3.972 -3.360 0.076
21 H 2.379 -4.016 -1.306
22 H 1.754 -3.790 -2.906
23 H 0.908 -5.033 -0.076
24 H -1.222 -4.313 -0.261
25 H 0.716 -0.766 -2.009
26 H 0.968 -0.936 -0.270
27 H -1.403 -0.117 -1.429
28 H -1.555 -1.244 -0.085
29 H -2.474 -2.092 -2.350
30 C -0.874 4.001 1.755
31 N -2.329 3.642 1.626
32 C -2.925 4.513 0.563
33 C -3.021 3.912 2.921
34 C -2.518 2.202 1.192
35 C -2.039 1.143 2.156
36 O -0.641 1.260 2.373
37 H -0.803 5.087 1.801
38 H -0.479 3.579 2.669
39 H -0.343 3.626 0.886
40 H -2.811 5.551 0.862
41 H -3.979 4.266 0.461
42 H -2.399 4.328 -0.370
43 H -2.544 3.335 3.706
44 H -4.068 3.632 2.821
45 H -2.933 4.973 3.141
46 H -1.991 2.110 0.242
47 H -3.586 2.073 1.020
48 H -2.241 0.162 1.718
49 H -2.568 1.196 3.113
50 H -0.366 0.545 2.962

Computed properties:
- charge = +1

List of Mulliken charges in e, atom by atom: atom 1 (C): -1.009, atom 2 (N): 0.178, atom 3 (C): -1.130, atom 4 (C): 0.376, atom 5 (O): -0.580, atom 6 (C): -1.182, atom 7 (C): 1.701, atom 8 (P): 0.173, atom 9 (O): -0.654, atom 10 (C): -1.459, atom 11 (C): -0.378, atom 12 (N): -0.097, atom 13 (C): -0.294, atom 14 (O): -0.577, atom 15 (H): 0.374, atom 16 (H): 0.374, atom 17 (H): 0.246, atom 18 (H): 0.378, atom 19 (H): 0.390, atom 20 (H): 0.335, atom 21 (H): 0.683, atom 22 (H): 0.299, atom 23 (H): 0.118, atom 24 (H): 0.078, atom 25 (H): 0.495, atom 26 (H): 0.481, atom 27 (H): 0.225, atom 28 (H): 0.167, atom 29 (H): 0.259, atom 30 (C): -0.824, atom 31 (N): -0.056, atom 32 (C): -0.865, atom 33 (C): -0.883, atom 34 (C): -0.701, atom 35 (C): -0.517, atom 36 (O): -0.509, atom 37 (H): 0.383, atom 38 (H): 0.390, atom 39 (H): 0.343, atom 40 (H): 0.402, atom 41 (H): 0.384, atom 42 (H): 0.382, atom 43 (H): 0.379, atom 44 (H): 0.357, atom 45 (H): 0.400, atom 46 (H): 0.588, atom 47 (H): 0.302, atom 48 (H): 0.321, atom 49 (H): 0.434, atom 50 (H): 0.320

=====

[2]
Below is C13H29O4P in the gas phase, with properties calculated with ωB97M-V/def2-TZVPD.

Atoms and positions in Å:
1 C 0.582 3.592 -1.657
2 C -0.425 2.744 -0.887
3 C -0.209 2.797 0.620
4 C -1.223 1.969 1.403
5 C -0.892 1.793 2.890
6 C -0.056 0.552 3.220
7 C 1.445 0.629 2.885
8 C 1.881 0.019 1.546
9 C 1.306 -1.356 1.228
10 C 2.038 -2.034 0.073
11 C 1.358 -3.319 -0.429
12 C 0.606 -3.168 -1.759
13 C -0.297 -1.939 -1.865
14 O -1.677 -2.350 -2.040
15 P -2.578 -1.601 -3.104
16 O -2.013 -1.353 -4.427
17 O -3.877 -2.504 -3.055
18 O -2.984 -0.244 -2.358
19 H 1.597 3.416 -1.294
20 H 0.569 3.367 -2.724
21 H 0.374 4.657 -1.540
22 H -0.368 1.701 -1.218
23 H -1.443 3.076 -1.114
24 H -0.259 3.839 0.958
25 H 0.808 2.461 0.844
26 H -1.313 0.978 0.941
27 H -2.205 2.439 1.294
28 H -0.371 2.689 3.248
29 H -1.821 1.737 3.462
30 H -0.505 -0.297 2.698
31 H -0.169 0.329 4.283
32 H 1.757 1.678 2.903
33 H 2.011 0.136 3.679
34 H 2.973 -0.043 1.529
35 H 1.613 0.695 0.726
36 H 1.345 -2.006 2.111
37 H 0.245 -1.261 0.983
38 H 2.134 -1.323 -0.757
39 H 3.061 -2.247 0.391
40 H 0.670 -3.686 0.339
41 H 2.105 -4.104 -0.562
42 H 1.328 -3.147 -2.578
43 H -0.021 -4.044 -1.928
44 H -0.276 -1.336 -0.959
45 H -0.020 -1.306 -2.708
46 H -3.877 -3.129 -2.324
47 H -2.928 0.500 -2.968

Computed properties:
- SMILES = CCCCCCCCCCCCCOP(=O)(O)O

List of Mulliken charges in e, atom by atom: atom 1 (C): -1.396, atom 2 (C): 0.087, atom 3 (C): -0.533, atom 4 (C): -0.363, atom 5 (C): -0.925, atom 6 (C): -0.663, atom 7 (C): -0.917, atom 8 (C): -0.280, atom 9 (C): -0.390, atom 10 (C): -0.887, atom 11 (C): -0.813, atom 12 (C): -0.972, atom 13 (C): 0.441, atom 14 (O): -0.353, atom 15 (P): 0.913, atom 16 (O): -0.612, atom 17 (O): -0.530, atom 18 (O): -0.434, atom 19 (H): 0.312, atom 20 (H): 0.394, atom 21 (H): 0.333, atom 22 (H): -0.073, atom 23 (H): 0.382, atom 24 (H): 0.404, atom 25 (H): 0.050, atom 26 (H): -0.004, atom 27 (H): 0.536, atom 28 (H): 0.359, atom 29 (H): 0.368, atom 30 (H): 0.364, atom 31 (H): 0.364, atom 32 (H): 0.412, atom 33 (H): 0.438, atom 34 (H): 0.516, atom 35 (H): -0.161, atom 36 (H): 0.326, atom 37 (H): 0.312, atom 38 (H): 0.339, atom 39 (H): 0.526, atom 40 (H): 0.373, atom 41 (H): 0.324, atom 42 (H): 0.341, atom 43 (H): 0.350, atom 44 (H): -0.375, atom 45 (H): 0.442, atom 46 (H): 0.347, atom 47 (H): 0.327

=====

[3]
Below is 6 unconnected molecules or ions with the total composition C13H30BF13N3O5P in a non-equilibrium geometry, with properties calculated with ωB97M-V/def2-TZVPD.

Atoms and positions in Å:
1 C -3.307 3.519 -1.095
2 C -4.118 3.773 0.134
3 O -5.203 4.228 0.230
4 N -3.379 3.329 1.405
5 H -2.832 2.517 1.087
6 H -2.670 4.038 1.605
7 C -4.260 3.048 2.542
8 H -3.808 3.880 -1.985
9 H -3.169 2.445 -1.244
10 H -2.340 3.964 -0.847
11 H -5.262 2.810 2.195
12 H -4.430 3.982 3.076
13 H -3.872 2.295 3.214
14 C -0.838 -2.197 1.492
15 C -0.832 -2.417 0.016
16 O 0.047 -2.894 -0.603
17 N -2.224 -2.255 -0.624
18 H -2.626 -3.173 -0.407
19 H -2.781 -1.499 -0.201
20 C -2.281 -2.226 -2.095
21 H -1.697 -1.663 1.887
22 H 0.108 -1.726 1.754
23 H -0.817 -3.220 1.884
24 H -1.504 -2.833 -2.535
25 H -2.223 -1.185 -2.415
26 H -3.305 -2.461 -2.378
27 C 1.148 -1.290 -3.279
28 C 2.029 -0.351 -2.522
29 O 3.136 -0.540 -2.190
30 N 1.460 1.065 -2.298
31 H 0.873 1.283 -3.103
32 H 0.923 1.176 -1.427
33 C 2.541 2.094 -2.161
34 H 0.727 -0.974 -4.233
35 H 0.295 -1.466 -2.619
36 H 1.723 -2.199 -3.421
37 H 2.035 3.040 -1.969
38 H 3.042 2.268 -3.110
39 H 3.210 1.813 -1.357
40 C 7.113 -2.040 1.284
41 O 6.061 -1.001 1.453
42 O 8.225 -1.489 1.387
43 C 6.767 -3.134 2.328
44 F 6.231 -2.637 3.476
45 F 5.878 -4.072 1.902
46 F 7.868 -3.809 2.714
47 C 4.790 -1.315 0.981
48 C 3.887 -0.161 1.384
49 H 2.943 -0.266 0.810
50 H 3.525 -0.204 2.411
51 H 4.183 0.832 1.047
52 H 4.354 -2.289 1.240
53 H 4.750 -1.310 -0.130
54 H 6.916 -2.540 0.293
55 P -4.922 -0.238 0.327
56 F -5.350 0.180 1.801
57 F -3.567 0.627 0.529
58 F -4.234 -1.597 0.887
59 F -4.421 -0.666 -1.193
60 F -6.288 -1.026 0.088
61 F -5.572 1.090 -0.350
62 B -0.530 1.427 0.592
63 F -0.507 2.645 -0.119
64 F -1.299 0.459 -0.087
65 F 0.774 0.910 0.690
66 F -1.093 1.629 1.857

List of Mulliken charges in e, atom by atom: atom 1 (C): -0.726, atom 2 (C): 0.619, atom 3 (O): -0.445, atom 4 (N): 0.375, atom 5 (H): -0.371, atom 6 (H): 0.477, atom 7 (C): -0.879, atom 8 (H): 0.375, atom 9 (H): 0.044, atom 10 (H): 0.328, atom 11 (H): 0.339, atom 12 (H): 0.412, atom 13 (H): 0.287, atom 14 (C): -0.983, atom 15 (C): 0.617, atom 16 (O): -0.467, atom 17 (N): 0.358, atom 18 (H): 0.398, atom 19 (H): -0.052, atom 20 (C): -0.979, atom 21 (H): 0.178, atom 22 (H): 0.258, atom 23 (H): 0.437, atom 24 (H): 0.481, atom 25 (H): 0.261, atom 26 (H): 0.394, atom 27 (C): -0.958, atom 28 (C): 0.701, atom 29 (O): -0.335, atom 30 (N): 0.063, atom 31 (H): 0.425, atom 32 (H): 0.034, atom 33 (C): -0.781, atom 34 (H): 0.434, atom 35 (H): -0.029, atom 36 (H): 0.343, atom 37 (H): 0.322, atom 38 (H): 0.385, atom 39 (H): 0.284, atom 40 (C): -0.039, atom 41 (O): -0.329, atom 42 (O): -0.814, atom 43 (C): 0.749, atom 44 (F): -0.296, atom 45 (F): -0.304, atom 46 (F): -0.282, atom 47 (C): 0.100, atom 48 (C): -0.832, atom 49 (H): -0.018, atom 50 (H): 0.357, atom 51 (H): 0.270, atom 52 (H): 0.271, atom 53 (H): 0.033, atom 54 (H): 0.139, atom 55 (P): 1.336, atom 56 (F): -0.373, atom 57 (F): -0.234, atom 58 (F): -0.401, atom 59 (F): -0.392, atom 60 (F): -0.319, atom 61 (F): -0.384, atom 62 (B): -0.419, atom 63 (F): -0.350, atom 64 (F): 0.283, atom 65 (F): -0.041, atom 66 (F): -0.331

=====

[4]
Below is a molecular structure, C13H30F3IO5Zn in a non-equilibrium geometry, with properties calculated with ωB97M-V/def2-TZVPD.

Atoms and positions in Å:
1 Zn 0.253 0.233 0.240
2 I 2.273 1.677 1.386
3 C -1.829 1.047 -1.665
4 O -0.919 2.015 -1.121
5 O -1.297 -0.088 -1.046
6 C -3.387 1.360 -1.472
7 F -4.166 0.197 -1.436
8 F -3.619 1.878 -0.301
9 F -3.751 2.151 -2.445
10 C -0.512 3.122 -1.963
11 C 0.360 4.078 -1.183
12 H 1.272 3.542 -0.923
13 H 0.611 5.042 -1.625
14 H -0.180 4.233 -0.249
15 H -1.398 3.594 -2.389
16 H 0.043 2.781 -2.836
17 H -1.615 0.887 -2.722
18 C 3.917 -0.670 -2.333
19 C 2.536 0.020 -2.257
20 C 1.708 -0.103 -3.601
21 O 1.690 -0.553 -1.263
22 H 4.549 -0.405 -1.485
23 H 4.294 -0.214 -3.248
24 H 3.905 -1.746 -2.504
25 H 2.692 1.030 -1.876
26 H 0.692 0.286 -3.667
27 H 1.700 -1.129 -3.968
28 H 2.127 0.418 -4.462
29 H 1.587 -1.477 -1.500
30 C -0.772 0.305 4.159
31 C -1.501 0.206 2.883
32 C -2.937 0.650 3.167
33 O -0.946 0.941 1.834
34 H -0.677 1.276 4.645
35 H 0.261 0.025 3.951
36 H -1.190 -0.418 4.859
37 H -1.413 -0.859 2.665
38 H -3.568 0.721 2.281
39 H -3.016 1.679 3.518
40 H -3.379 0.067 3.975
41 H -1.307 1.811 2.020
42 C 1.880 -3.447 0.844
43 C 0.418 -3.004 0.739
44 C -0.597 -3.835 1.478
45 O 0.408 -1.741 1.349
46 H 2.444 -2.788 0.184
47 H 1.959 -4.472 0.480
48 H 2.414 -3.239 1.770
49 H 0.055 -2.949 -0.287
50 H -1.574 -3.353 1.464
51 H -0.353 -4.009 2.526
52 H -0.535 -4.860 1.112
53 H 0.392 -1.911 2.294

Computed properties:
- ΔE to the lowest compared entry with this formula, charge and spin (kcal/mol) = 61.6

List of Mulliken charges in e, atom by atom: atom 1 (Zn): 1.155, atom 2 (I): -0.515, atom 3 (C): 0.149, atom 4 (O): -0.304, atom 5 (O): -0.888, atom 6 (C): 0.598, atom 7 (F): -0.290, atom 8 (F): -0.220, atom 9 (F): -0.249, atom 10 (C): -0.308, atom 11 (C): -1.003, atom 12 (H): 0.121, atom 13 (H): 0.393, atom 14 (H): 0.248, atom 15 (H): 0.373, atom 16 (H): 0.241, atom 17 (H): 0.257, atom 18 (C): -1.525, atom 19 (C): 0.440, atom 20 (C): -1.184, atom 21 (O): -0.287, atom 22 (H): 0.338, atom 23 (H): 0.467, atom 24 (H): 0.325, atom 25 (H): 0.268, atom 26 (H): 0.114, atom 27 (H): 0.400, atom 28 (H): 0.433, atom 29 (H): 0.118, atom 30 (C): -1.464, atom 31 (C): 1.075, atom 32 (C): -1.589, atom 33 (O): 0.015, atom 34 (H): 0.335, atom 35 (H): 0.334, atom 36 (H): 0.437, atom 37 (H): -0.131, atom 38 (H): 0.380, atom 39 (H): 0.451, atom 40 (H): 0.381, atom 41 (H): 0.154, atom 42 (C): -0.966, atom 43 (C): 0.498, atom 44 (C): -1.652, atom 45 (O): -0.501, atom 46 (H): 0.168, atom 47 (H): 0.394, atom 48 (H): 0.282, atom 49 (H): 0.362, atom 50 (H): 0.361, atom 51 (H): 0.400, atom 52 (H): 0.408, atom 53 (H): 0.202

=====

[5]
Below is 3 unconnected molecules or ions with the total composition C13H30F3N3O6S in a non-equilibrium geometry, with properties calculated with ωB97M-V/def2-TZVPD.

Atoms and positions in Å:
1 N 6.673 -0.038 0.051
2 C 6.471 -0.749 -1.224
3 O 7.838 -1.045 -1.653
4 S 7.975 -2.724 -1.760
5 O 9.311 -3.263 -1.334
6 O 7.781 -3.282 -3.147
7 O 6.679 -3.069 -0.732
8 C 5.632 -2.122 -1.172
9 C 4.452 -2.187 -0.123
10 C 3.286 -1.141 -0.370
11 C 2.335 -1.497 -1.585
12 F 2.845 -0.926 -2.762
13 F 1.087 -0.873 -1.376
14 F 2.116 -2.854 -1.757
15 H 7.293 -0.543 0.690
16 H 7.085 0.888 -0.119
17 H 5.896 0.004 -1.847
18 H 5.383 -2.571 -2.193
19 H 4.864 -1.965 0.919
20 H 4.051 -3.252 -0.054
21 H 3.677 -0.099 -0.554
22 H 2.615 -1.118 0.551
23 C -4.318 1.000 -1.294
24 O -3.105 0.362 -0.929
25 C -3.183 -1.057 -0.852
26 C -3.169 -1.783 -2.214
27 C -4.480 -1.676 -2.988
28 N -2.072 -1.308 -3.064
29 H -5.190 0.497 -0.868
30 H -4.400 1.056 -2.381
31 H -4.288 2.024 -0.919
32 H -2.293 -1.367 -0.297
33 H -4.048 -1.359 -0.246
34 H -3.005 -2.846 -2.007
35 H -4.596 -0.716 -3.492
36 H -4.519 -2.440 -3.769
37 H -5.342 -1.826 -2.333
38 H -1.190 -1.489 -2.589
39 H -2.128 -0.290 -3.093
40 C -2.661 1.321 1.945
41 O -1.823 1.998 2.869
42 C -2.119 3.379 3.035
43 C -3.350 3.676 3.917
44 C -4.686 3.392 3.236
45 N -3.295 2.937 5.184
46 H -2.932 1.953 1.096
47 H -3.556 0.954 2.452
48 H -2.122 0.450 1.572
49 H -1.242 3.807 3.528
50 H -2.198 3.873 2.058
51 H -3.328 4.747 4.146
52 H -4.939 2.331 3.226
53 H -5.495 3.897 3.769
54 H -4.691 3.755 2.205
55 H -2.457 3.218 5.690
56 H -3.124 1.957 4.958

Computed properties:
- SMILES = N[C@H]1OS(=O)(=O)O[C@H]1CCC(F)(F)F.COC[C@@H](C)N.COC[C@@H](C)N

List of Mulliken charges in e, atom by atom: atom 1 (N): -0.561, atom 2 (C): -0.022, atom 3 (O): -0.323, atom 4 (S): 1.098, atom 5 (O): -0.563, atom 6 (O): -0.556, atom 7 (O): -0.400, atom 8 (C): 0.111, atom 9 (C): -0.744, atom 10 (C): -0.812, atom 11 (C): 0.912, atom 12 (F): -0.264, atom 13 (F): -0.259, atom 14 (F): -0.263, atom 15 (H): 0.252, atom 16 (H): 0.276, atom 17 (H): 0.378, atom 18 (H): 0.370, atom 19 (H): 0.314, atom 20 (H): 0.404, atom 21 (H): 0.309, atom 22 (H): 0.343, atom 23 (C): -0.796, atom 24 (O): -0.287, atom 25 (C): -0.701, atom 26 (C): 0.375, atom 27 (C): -1.478, atom 28 (N): -0.711, atom 29 (H): 0.360, atom 30 (H): 0.245, atom 31 (H): 0.284, atom 32 (H): 0.334, atom 33 (H): 0.420, atom 34 (H): 0.420, atom 35 (H): 0.293, atom 36 (H): 0.371, atom 37 (H): 0.348, atom 38 (H): 0.175, atom 39 (H): 0.369, atom 40 (C): -0.423, atom 41 (O): -0.451, atom 42 (C): -0.692, atom 43 (C): 0.366, atom 44 (C): -1.342, atom 45 (N): -0.734, atom 46 (H): 0.242, atom 47 (H): 0.222, atom 48 (H): 0.119, atom 49 (H): 0.365, atom 50 (H): 0.366, atom 51 (H): 0.400, atom 52 (H): 0.281, atom 53 (H): 0.345, atom 54 (H): 0.320, atom 55 (H): 0.268, atom 56 (H): 0.325

=====

Record order is preserved below.
Gap between HOMO and LUMO: 0.3144; 0.4201; 0.1377; 0.3093; 0.3546 Eh